This record from the Open Molecules 2025 dataset describes a single C3H9NO3S molecule. The level of theory is wB97M-V/def2-TZVPD.

Relative energy (zero: lowest compared OMol25 entry of this formula, charge and spin) = 1.176 eV
Frontier orbital gap = 10.1 eV
Strongest force on any atom = 1.940 eV Å⁻¹
SMILES string = NCCCS(=O)(=O)O
LUMO level = 0.020 Eh

ORCA input file:
```
! wB97M-V def2-TZVPD RIJCOSX def2/J DEFGRID3
* xyz 0 1
N 0.116 -0.306 -2.758
C 0.555 0.182 -1.457
C -0.658 0.289 -0.528
C -0.363 0.884 0.840
S 0.412 -0.229 2.003
O 0.470 0.389 3.315
O 1.592 -0.826 1.413
O -0.720 -1.379 2.084
H 0.907 -0.229 -3.404
H -0.145 -1.300 -2.698
H 0.996 1.175 -1.598
H 1.324 -0.433 -0.964
H -1.386 0.910 -1.013
H -1.129 -0.668 -0.410
H -1.263 1.222 1.341
H 0.288 1.756 0.777
H -0.997 -1.437 3.058
*
```

---

This record from the Open Molecules 2025 dataset describes a single C4H6S2 molecule. The level of theory is wB97M-V/def2-TZVPD.

Relative energy (zero: lowest compared OMol25 entry of this formula, charge and spin) = 1.417 eV
Frontier orbital gap = 7.8 eV
Strongest force on any atom = 2.827 eV Å⁻¹
SMILES string = C=CC(=S)CS
LUMO level = -0.039 Eh

ORCA input file:
```
! wB97M-V def2-TZVPD RIJCOSX def2/J DEFGRID3
* xyz 0 1
C 0.847 0.838 1.987
C 0.564 0.694 0.718
C -0.487 -0.031 0.069
S -1.461 -1.053 0.930
C -0.562 -0.085 -1.409
S 0.269 -1.577 -2.074
H 1.589 1.454 2.447
H 0.356 0.170 2.679
H 1.313 1.105 0.093
H -1.616 0.087 -1.591
H -0.083 0.787 -1.929
H -0.727 -2.389 -1.919
*
```

---

This record from the Open Molecules 2025 dataset describes a 2-piece molecular cluster, C4H13NO2 overall. The level of theory is wB97M-V/def2-TZVPD.

Relative energy (zero: lowest compared OMol25 entry of this formula, charge and spin) = 1.251 eV
Frontier orbital gap = 9.6 eV
Strongest force on any atom = 1.501 eV Å⁻¹
SMILES string = CN[C@@H](C)CO.O
LUMO level = 0.031 Eh

ORCA input file:
```
! wB97M-V def2-TZVPD RIJCOSX def2/J DEFGRID3
* xyz 0 1
C 0.159 -0.786 1.458
N 0.874 -0.102 0.379
C 0.872 -0.742 -0.944
C 1.866 -1.890 -1.043
C -0.619 -1.000 -1.369
O -1.425 0.080 -0.942
H 0.681 -0.525 2.371
H -0.886 -0.488 1.496
H 0.116 -1.870 1.286
H 1.830 0.050 0.654
H 1.101 0.087 -1.633
H 2.661 -1.742 -0.311
H 1.468 -2.873 -0.787
H 2.369 -1.906 -2.010
H -0.933 -1.988 -1.018
H -0.651 -1.023 -2.465
H -0.820 0.836 -0.762
O -1.485 3.822 1.931
H -0.944 3.490 2.637
H -2.361 3.735 2.324
*
```

---

This record from the Open Molecules 2025 dataset describes a 2-piece molecular cluster, C4H8N2O3 overall. The level of theory is wB97M-V/def2-TZVPD.

Relative energy (zero: lowest compared OMol25 entry of this formula, charge and spin) = 6.323 eV
Frontier orbital gap (alpha / beta) = 8.6 / 8.6 eV
Strongest force on any atom = 5.223 eV Å⁻¹
LUMO level (alpha / beta) = -0.021 / -0.021 Eh

ORCA input file:
```
! wB97M-V def2-TZVPD RIJCOSX def2/J DEFGRID3
* xyz 0 1
C 1.273 -0.651 0.114
C 2.067 0.461 -0.498
C -1.149 -0.933 -0.721
C 0.064 -0.257 0.905
N -0.064 1.102 1.288
N -2.294 -0.134 -0.454
O 1.540 -1.829 -0.045
O -3.288 -0.611 0.088
O -2.140 1.074 -0.631
H 2.516 1.097 0.263
H 1.239 0.852 -1.134
H 2.797 0.079 -1.274
H -1.043 -2.000 -0.457
H -0.533 -0.427 -1.515
H -0.495 -0.958 1.549
H -0.683 1.387 1.947
H 0.195 1.748 0.575
*
```

---

This record from the Open Molecules 2025 dataset describes a 2-piece molecular cluster, C2H5BrS overall. The level of theory is wB97M-V/def2-TZVPD.

Relative energy (zero: lowest compared OMol25 entry of this formula, charge and spin) = 2.088 eV
Frontier orbital gap (alpha / beta) = 7.4 / 7.4 eV
Strongest force on any atom = 3.749 eV Å⁻¹
LUMO level (alpha / beta) = -0.042 / -0.042 Eh

ORCA input file:
```
! wB97M-V def2-TZVPD RIJCOSX def2/J DEFGRID3
* xyz 0 1
C 0.132 -0.481 -0.311
C -0.342 0.660 0.550
S -2.261 1.982 -0.798
Br -1.338 1.708 -2.784
H -0.692 -1.289 -0.270
H 0.323 -0.101 -1.444
H 1.087 -0.870 -0.063
H 0.242 1.530 0.566
H -0.906 0.454 1.497
*
```

---

This record from the Open Molecules 2025 dataset describes C41H37N7O2STi as an isolated structure. The level of theory is wB97M-V/def2-TZVPD.

Relative energy (zero: lowest compared OMol25 entry of this formula, charge and spin) = 0.000 eV
Frontier orbital gap = 6.6 eV
Strongest force on any atom = 0.366 eV Å⁻¹
LUMO level = -0.046 Eh

ORCA input file:
```
! wB97M-V def2-TZVPD RIJCOSX def2/J DEFGRID3
* xyz 0 1
Ti 0.539 0.103 -1.102
C -1.875 -1.435 -3.636
C -1.526 -2.664 -2.846
C -2.429 -3.716 -2.757
C -2.105 -4.878 -2.078
C -0.845 -5.014 -1.519
C 0.087 -3.985 -1.597
C 1.492 -4.222 -1.111
C -0.287 -2.786 -2.214
N 0.641 -1.687 -2.184
C 1.663 -1.818 -3.088
O 1.750 -2.618 -3.998
C 2.809 -0.894 -2.763
C 4.067 -0.902 -3.332
C 5.060 -0.150 -2.712
C 4.801 0.511 -1.515
C 3.514 0.463 -1.018
N 2.560 -0.167 -1.687
C 3.057 0.847 0.372
O 3.848 1.276 1.190
N 1.740 0.536 0.543
C 1.248 0.435 1.894
C 0.981 1.540 2.705
C 1.311 2.956 2.324
C 0.388 1.324 3.948
C 0.091 0.054 4.401
C 0.438 -1.040 3.622
C 1.028 -0.867 2.380
C 1.458 -2.069 1.587
H -2.001 -0.566 -2.988
H -1.094 -1.205 -4.363
H -2.806 -1.586 -4.179
H -3.396 -3.620 -3.236
H -2.823 -5.685 -2.006
H -0.567 -5.939 -1.028
H 1.510 -4.978 -0.327
H 1.960 -3.316 -0.731
H 2.104 -4.580 -1.943
H 4.252 -1.509 -4.207
H 6.058 -0.130 -3.131
H 5.571 1.016 -0.949
H 1.757 3.462 3.181
H 2.023 3.008 1.508
H 0.413 3.510 2.045
H 0.163 2.184 4.568
H -0.384 -0.090 5.363
H 0.262 -2.045 3.988
H 1.413 -2.966 2.205
H 2.482 -1.956 1.225
H 0.814 -2.233 0.721
C 0.905 3.225 -3.906
C 1.420 2.047 -3.491
C 0.329 1.191 -2.971
C -0.881 2.022 -3.160
C -0.528 3.215 -3.687
H 1.462 4.049 -4.327
H 2.458 1.751 -3.563
H 0.255 0.258 -3.537
H -1.886 1.710 -2.913
H -1.197 4.034 -3.913
S -1.388 -0.889 -0.190
C -1.834 0.408 0.913
N -2.489 0.256 2.016
N -2.791 -0.957 2.401
C -3.328 -1.194 3.674
C -3.634 -0.149 4.539
C -4.155 -0.439 5.789
C -4.368 -1.753 6.186
C -4.055 -2.787 5.316
C -3.537 -2.513 4.061
N -1.472 1.715 0.663
N -0.590 1.856 -0.211
C -0.288 3.237 -0.476
C -1.291 4.197 -0.371
C -0.989 5.527 -0.585
C 0.314 5.908 -0.894
C 1.306 4.947 -0.996
C 1.005 3.608 -0.798
H -2.429 -1.742 1.867
H -3.454 0.869 4.226
H -4.393 0.374 6.463
H -4.773 -1.969 7.166
H -4.215 -3.815 5.613
H -3.293 -3.320 3.379
H -2.297 3.885 -0.131
H -1.770 6.272 -0.513
H 0.551 6.951 -1.056
H 2.321 5.235 -1.236
H 1.785 2.866 -0.868
*
```

---

This record from the Open Molecules 2025 dataset describes C27H31CrO5Si as an isolated structure. The level of theory is wB97M-V/def2-TZVPD.

Relative energy (zero: lowest compared OMol25 entry of this formula, charge and spin) = 0.000 eV
Frontier orbital gap (alpha / beta) = 7.2 / 5.6 eV
Strongest force on any atom = 5.698 eV Å⁻¹
LUMO level (alpha / beta) = -0.209 / -0.322 Eh

ORCA input file:
```
! wB97M-V def2-TZVPD RIJCOSX def2/J DEFGRID3
* xyz 2 4
C -6.441 3.619 -4.079
C -5.598 2.774 -3.118
C -4.485 1.996 -3.800
C -3.720 1.037 -2.912
O -2.766 1.879 -2.189
C -1.984 1.324 -1.239
C -1.834 -0.018 -1.059
O -1.346 2.232 -0.482
Si -1.424 3.955 -0.696
C 0.329 4.562 -0.483
C -2.046 4.597 -2.339
C -2.487 4.488 0.746
H -7.376 3.915 -3.593
H -5.908 4.532 -4.364
H -6.687 3.063 -4.988
H -5.220 3.427 -2.319
H -6.245 2.050 -2.611
H -4.945 1.392 -4.586
H -3.783 2.678 -4.293
H -4.339 0.503 -2.185
H -3.168 0.310 -3.516
H -1.445 -0.374 -0.123
H -2.239 -0.655 -1.843
H 0.338 5.499 0.098
H 0.941 3.816 0.040
H 0.783 4.764 -1.464
H -2.687 5.496 -2.223
H -1.167 4.885 -2.942
H -2.610 3.839 -2.899
H -2.372 5.581 0.881
H -3.551 4.259 0.587
H -2.159 3.968 1.659
O 7.032 -5.238 3.258
C 6.040 -4.727 3.594
Cr 4.586 -3.610 4.109
C 4.986 -2.680 2.518
O 5.478 -2.199 1.573
C 5.992 -2.611 4.911
O 6.959 -2.073 5.277
C 3.698 -4.745 5.676
C 3.386 -5.338 4.444
C 2.797 -4.565 3.432
C 2.293 -3.267 3.719
C 1.518 -2.517 2.783
C 1.033 -1.846 1.869
C 0.571 -1.174 0.768
C 1.123 -1.500 -0.511
C 1.084 -0.590 -1.600
C 1.437 -0.993 -2.882
C 1.869 -2.310 -3.105
C 2.108 -3.163 -2.015
C 1.774 -2.748 -0.731
C 2.860 -2.625 4.851
C 3.418 -3.389 5.892
H 4.179 -5.343 6.456
H 3.649 -6.378 4.239
H 2.665 -4.979 2.429
H -0.093 -0.320 0.905
H 0.746 0.432 -1.391
H 1.347 -0.297 -3.725
H 2.055 -2.662 -4.117
H 2.560 -4.142 -2.162
H 1.986 -3.379 0.129
H 2.788 -1.535 4.927
H 3.721 -2.883 6.814
*
```